[1]
The molecule C3H3BrCl2 at a distorted geometry, computed with ωB97M-V with the def2-TZVPD basis set.

Frontier orbital gap, eV: 7.2
Total charge: 0

Atoms and positions in Å:
C (0.924, -0.363, 0.437)
C (0.611, 0.353, -0.881)
C (-0.113, -0.873, -0.444)
Cl (-0.112, 1.937, -0.511)
Cl (-3.305, 0.483, 1.064)
Br (-1.897, -1.044, -0.030)
H (1.854, -0.973, 0.727)
H (0.696, 0.209, 1.237)
H (1.342, 0.271, -1.599)

=====

[2]
A cluster of 5 separate species, C30H71N in total at a distorted geometry, computed with ωB97M-V with the def2-TZVPD basis set.

Frontier orbital gap, eV: 9.3
Total charge: 0
SMILES: CCN(CC)CC.CCCCCC.CCCCCC.CCCCCC.CCCCCC

Atoms and positions in Å:
C (-0.812, 37.471, 61.590)
C (0.350, 37.909, 62.501)
N (1.549, 36.970, 62.360)
C (2.812, 37.704, 62.518)
C (2.888, 38.540, 63.795)
C (1.473, 35.920, 63.436)
C (2.633, 35.048, 63.482)
H (-0.471, 37.183, 60.626)
H (-1.610, 38.342, 61.164)
H (-1.301, 36.336, 61.699)
H (0.142, 38.119, 63.572)
H (0.576, 38.824, 62.084)
H (2.829, 38.491, 61.734)
H (3.478, 37.226, 62.209)
H (3.764, 38.916, 64.030)
H (2.881, 37.875, 64.714)
H (2.355, 39.522, 63.850)
H (0.433, 35.438, 63.120)
H (1.414, 36.395, 64.488)
H (2.896, 34.780, 62.464)
H (2.558, 34.183, 64.214)
H (3.610, 35.558, 63.714)
C (8.097, 39.497, 57.307)
C (7.844, 40.762, 58.063)
C (7.662, 40.539, 59.580)
C (7.207, 41.861, 60.285)
C (6.992, 41.699, 61.799)
C (5.507, 41.054, 62.242)
H (7.288, 38.978, 57.378)
H (8.954, 38.997, 57.629)
H (8.458, 39.615, 56.361)
H (6.848, 41.210, 57.580)
H (8.727, 41.344, 57.863)
H (8.508, 40.117, 60.162)
H (6.738, 39.810, 59.708)
H (6.156, 42.223, 59.973)
H (8.063, 42.703, 60.136)
H (7.226, 42.620, 62.479)
H (7.623, 41.116, 62.229)
H (4.838, 41.547, 61.933)
H (5.428, 40.928, 63.309)
H (5.560, 40.088, 61.566)
C (-2.087, 42.194, 67.773)
C (-1.063, 43.216, 68.164)
C (0.410, 42.683, 67.958)
C (0.769, 42.865, 66.503)
C (2.098, 42.243, 66.049)
C (2.288, 42.075, 64.567)
H (-3.081, 42.518, 68.118)
H (-2.015, 41.474, 68.390)
H (-2.230, 42.127, 66.715)
H (-1.136, 43.576, 69.114)
H (-1.296, 44.151, 67.585)
H (0.353, 41.640, 68.368)
H (1.045, 43.321, 68.539)
H (1.092, 43.869, 65.986)
H (-0.080, 42.533, 65.839)
H (2.060, 41.130, 66.363)
H (2.831, 42.981, 66.375)
H (2.379, 43.079, 64.342)
H (1.506, 41.743, 64.041)
H (3.254, 41.787, 64.416)
C (11.380, 36.356, 62.142)
C (10.181, 36.524, 61.156)
C (9.143, 35.480, 61.610)
C (7.981, 35.413, 60.665)
C (7.375, 36.695, 60.060)
C (5.927, 36.459, 59.655)
H (11.961, 35.426, 62.067)
H (11.285, 36.613, 63.238)
H (11.947, 37.231, 61.954)
H (10.427, 36.214, 60.025)
H (9.735, 37.340, 61.021)
H (8.984, 35.785, 62.742)
H (9.612, 34.476, 61.819)
H (7.312, 34.649, 61.277)
H (8.390, 34.767, 59.801)
H (7.797, 36.935, 59.115)
H (7.389, 37.431, 60.745)
H (5.426, 36.384, 60.493)
H (5.882, 35.588, 59.074)
H (5.685, 37.455, 59.169)
C (-0.560, 32.650, 59.991)
C (0.456, 33.698, 60.251)
C (0.886, 34.389, 58.872)
C (1.783, 35.531, 58.931)
C (2.180, 36.202, 57.604)
C (0.983, 36.990, 57.066)
H (-0.581, 31.995, 60.932)
H (-0.471, 31.928, 59.172)
H (-1.485, 33.078, 59.699)
H (1.226, 33.216, 60.604)
H (0.167, 34.547, 61.041)
H (0.040, 34.717, 58.348)
H (1.354, 33.642, 58.198)
H (2.656, 35.102, 59.510)
H (1.575, 36.477, 59.576)
H (2.622, 35.320, 57.068)
H (3.220, 36.879, 57.547)
H (0.529, 37.745, 57.709)
H (0.184, 36.424, 56.551)
H (1.255, 37.669, 56.437)

=====

[3]
The molecule C2H7N3O at a distorted geometry, computed with ωB97M-V with the def2-TZVPD basis set.

Frontier orbital gap, eV: 10.0
Total charge: 0
SMILES: [H]/N=C(\CO)NN

Atoms and positions in Å:
H (2.030, -1.204, 0.221)
N (1.116, -1.749, -0.214)
C (0.338, -0.737, -0.187)
C (0.828, 0.533, 0.332)
O (0.738, 1.674, -0.515)
N (-1.018, -0.701, -0.640)
N (-1.952, 0.177, 0.026)
H (-0.006, 0.797, 1.188)
H (1.796, 0.183, 0.848)
H (1.031, 1.480, -1.516)
H (-1.493, -1.608, -0.642)
H (-1.488, 1.095, 0.007)
H (-1.920, 0.059, 1.093)

=====

[4]
A structure of composition C29H27FNO2PRhS3Si at a distorted geometry, computed with ωB97M-V with the def2-TZVPD basis set.

Frontier orbital gap (spin up / spin down), eV: 6.7 / 5.2
Multiplicity: 5
Total charge: -1

Atoms and positions in Å:
Rh (-0.302, 1.626, 1.486)
C (-3.120, -2.345, 0.383)
Si (-2.768, -0.694, 1.251)
C (-4.478, 0.029, 1.393)
C (-1.994, -1.138, 2.898)
N (-1.785, 0.455, 0.364)
C (-2.283, 0.946, -0.828)
C (-3.316, 0.358, -1.610)
C (-3.870, 0.947, -2.737)
C (-3.369, 2.164, -3.209)
C (-2.359, 2.788, -2.473)
C (-1.835, 2.188, -1.348)
F (-0.909, 2.853, -0.602)
H (-2.686, -3.210, 0.882)
H (-2.916, -2.403, -0.676)
H (-4.188, -2.505, 0.449)
H (-5.036, -0.552, 2.146)
H (-5.021, -0.044, 0.468)
H (-4.487, 1.065, 1.735)
H (-2.473, -2.037, 3.300)
H (-2.145, -0.368, 3.650)
H (-0.931, -1.347, 2.758)
H (-3.743, -0.566, -1.277)
H (-4.668, 0.430, -3.238)
H (-3.797, 2.696, -4.051)
H (-1.945, 3.753, -2.775)
O (2.728, 3.275, 2.693)
C (2.491, 2.762, 1.614)
O (1.448, 2.878, 0.839)
C (3.498, 1.782, 1.073)
C (4.830, 2.144, 1.197)
C (5.806, 1.403, 0.606)
C (5.472, 0.273, -0.136)
C (4.163, -0.112, -0.232)
C (3.158, 0.612, 0.403)
P (1.406, 0.086, 0.223)
C (1.249, 0.132, -1.637)
C (1.036, -0.970, -2.447)
C (0.850, -0.786, -3.829)
C (0.870, 0.468, -4.416)
C (1.101, 1.565, -3.585)
C (1.288, 1.407, -2.236)
C (1.395, -1.717, 0.591)
C (2.444, -2.313, 1.285)
C (2.348, -3.645, 1.687)
C (1.208, -4.357, 1.427)
C (0.143, -3.778, 0.731)
C (0.226, -2.440, 0.349)
H (5.090, 2.986, 1.824)
H (6.840, 1.703, 0.724)
H (6.217, -0.342, -0.599)
H (3.883, -0.982, -0.818)
H (0.937, -1.970, -2.011)
H (0.652, -1.643, -4.450)
H (0.698, 0.540, -5.474)
H (1.051, 2.555, -4.012)
H (1.435, 2.258, -1.604)
H (3.369, -1.782, 1.471)
H (3.182, -4.095, 2.214)
H (1.138, -5.379, 1.779)
H (-0.766, -4.318, 0.579)
H (-0.621, -1.968, -0.103)
S (-2.619, 1.921, 5.326)
C (-1.551, 2.177, 4.107)
S (-0.055, 1.251, 3.734)
S (-1.617, 3.331, 2.775)

=====

[5]
A cluster of 2 separate species, C6H12N3 in total at a distorted geometry, computed with ωB97M-V with the def2-TZVPD basis set.

Frontier orbital gap, eV: 11.0
Total charge: +1

Atoms and positions in Å:
C (-1.591, -1.115, -2.138)
C (-1.167, -1.599, -3.187)
C (1.070, -0.657, -0.240)
C (0.210, 0.814, 2.973)
C (-1.052, 1.096, 0.681)
C (0.332, 0.861, 1.487)
N (1.349, -0.473, -2.651)
N (1.418, -0.384, -1.329)
N (0.810, -0.444, 1.009)
H (-2.051, -0.763, -1.332)
H (0.436, -0.803, -2.853)
H (-0.512, 0.140, 3.315)
H (1.019, 0.390, 3.440)
H (0.077, 1.842, 3.273)
H (-1.375, 0.051, 0.473)
H (-0.845, 1.472, -0.297)
H (-1.819, 1.658, 1.374)
H (1.061, 1.553, 1.232)
H (-0.816, -2.053, -4.054)
H (2.266, -0.467, -2.974)
H (1.181, -1.120, 1.795)

=====

[6]
A structure of composition C25H28F5O2PtS at a distorted geometry, computed with ωB97M-V with the def2-TZVPD basis set.

Frontier orbital gap (spin up / spin down), eV: 7.9 / 5.5
Multiplicity: 5
Total charge: +1

Atoms and positions in Å:
O (-0.660, -0.621, -2.468)
C (-1.081, 0.612, -3.229)
C (-0.442, 0.095, -4.503)
H (-0.584, 1.501, -2.826)
H (-2.175, 0.672, -3.225)
C (-0.296, -1.249, -3.760)
H (0.518, 0.590, -4.686)
H (-1.082, 0.078, -5.379)
C (1.085, -1.815, -3.827)
H (1.845, -1.048, -3.680)
H (1.199, -2.184, -4.851)
H (1.219, -2.659, -3.146)
C (-1.327, -2.246, -4.195)
H (-2.318, -1.799, -4.255)
H (-1.364, -3.114, -3.535)
H (-1.043, -2.596, -5.191)
Pt (-1.216, -1.043, -0.504)
C (-2.692, -1.376, 1.896)
C (-2.846, -0.011, 2.150)
C (-3.163, 0.679, 0.960)
H (-2.802, 0.434, 3.139)
C (-3.178, -0.263, -0.147)
C (-2.931, -1.633, 0.492)
H (-3.256, -2.576, 0.034)
H (-2.560, -2.166, 2.641)
H (-3.436, 1.735, 0.899)
H (-3.722, -0.190, -1.100)
C (0.515, -2.558, 2.550)
C (-0.302, -3.080, 1.570)
C (0.056, -2.496, 0.252)
H (-1.104, -3.793, 1.707)
C (1.099, -1.484, 0.583)
C (1.345, -1.532, 1.969)
H (2.124, -0.992, 2.502)
H (0.584, -2.875, 3.592)
H (-0.023, -3.093, -0.679)
H (1.598, -0.841, -0.141)
O (2.378, 1.809, -3.067)
C (2.109, 1.041, -1.879)
C (1.066, 1.788, -1.021)
H (3.076, 0.877, -1.342)
H (1.732, 0.055, -2.208)
C (0.978, 3.198, -1.651)
H (1.374, 1.790, 0.032)
H (0.076, 1.287, -1.069)
C (1.979, 3.174, -2.823)
H (1.267, 3.941, -0.907)
H (-0.036, 3.455, -1.985)
H (2.881, 3.770, -2.608)
H (1.532, 3.614, -3.727)
F (2.050, 1.277, 7.774)
C (1.532, 1.268, 6.539)
C (2.028, 2.142, 5.576)
F (3.050, 2.974, 5.872)
C (1.498, 2.130, 4.306)
F (1.964, 2.988, 3.376)
C (0.452, 1.244, 3.913)
S (-0.121, 1.362, 2.357)
C (-0.021, 0.373, 4.936)
F (-1.020, -0.490, 4.639)
C (0.508, 0.374, 6.215)
F (0.083, -0.503, 7.143)

=====

[7]
A structure of composition C2H4INS at a distorted geometry, computed with ωB97M-V with the def2-TZVPD basis set.

Frontier orbital gap (spin up / spin down), eV: 6.7 / 6.7
Total charge: 0

Atoms and positions in Å:
C (0.974, 0.152, 0.553)
C (-0.353, 0.184, 1.001)
N (-1.326, -1.586, -1.509)
S (-1.175, -1.270, 1.346)
I (0.283, -0.722, -2.112)
H (1.334, 1.059, -0.021)
H (1.572, -0.660, 0.535)
H (-1.026, 1.149, 1.204)
H (-2.141, -0.979, -1.299)

=====

[8]
The molecule C23H23N3O6, computed with ωB97M-V with the def2-TZVPD basis set.

Frontier orbital gap, eV: 8.4
Total charge: 0
SMILES: CC#CCN1c2ccccc2[C@]23C[C@@H](C(=O)OC)N=C2NC(C(=O)OC)=C(C(=O)OC)[C@H]13

Atoms and positions in Å:
C (3.075, 3.118, 2.231)
C (1.711, 3.040, 1.756)
C (0.573, 3.005, 1.380)
C (-0.781, 2.832, 0.872)
N (-0.884, 1.710, -0.040)
C (-0.430, 1.811, -1.345)
C (-0.711, 2.798, -2.275)
C (-0.223, 2.645, -3.564)
C (0.529, 1.540, -3.924)
C (0.833, 0.561, -2.985)
C (0.352, 0.709, -1.706)
C (0.611, -0.116, -0.464)
C (2.057, 0.082, 0.021)
C (2.789, -1.157, -0.539)
C (3.711, -1.797, 0.495)
O (3.626, -1.630, 1.683)
O (4.613, -2.576, -0.089)
C (5.482, -3.296, 0.778)
N (1.768, -2.140, -0.861)
C (0.624, -1.594, -0.750)
N (-0.557, -2.242, -0.895)
C (-1.710, -1.706, -0.379)
C (-2.909, -2.593, -0.552)
O (-3.155, -3.164, -1.582)
O (-3.578, -2.737, 0.586)
C (-4.802, -3.461, 0.525)
C (-1.754, -0.517, 0.260)
C (-3.055, 0.028, 0.700)
O (-4.107, -0.147, 0.137)
O (-2.937, 0.772, 1.811)
C (-4.143, 1.349, 2.290)
C (-0.533, 0.370, 0.444)
H (3.697, 3.640, 1.504)
H (3.472, 2.115, 2.382)
H (3.109, 3.657, 3.178)
H (-1.096, 3.734, 0.339)
H (-1.465, 2.661, 1.710)
H (-1.303, 3.662, -2.012)
H (-0.441, 3.403, -4.302)
H (0.888, 1.440, -4.937)
H (1.433, -0.296, -3.253)
H (2.491, 1.014, -0.331)
H (2.102, 0.053, 1.112)
H (3.379, -0.950, -1.437)
H (6.175, -3.833, 0.137)
H (4.909, -3.993, 1.393)
H (6.018, -2.606, 1.434)
H (-0.563, -3.194, -1.233)
H (-4.731, -4.262, -0.213)
H (-5.603, -2.775, 0.243)
H (-4.977, -3.862, 1.520)
H (-4.557, 2.033, 1.546)
H (-4.879, 0.570, 2.497)
H (-3.886, 1.882, 3.202)
H (-0.256, 0.410, 1.502)

=====

Computed energy relative to the best compared isomer or geometry (same formula, charge and spin) (kJ/mol) in order:
354.2, 363.3, 384.4, 0.0, 643.9, 55.5, 423.6, 252.2